1.
Density functional theory data (ωB97M-V/def2-TZVPD) for a structure of composition C4H14CsO5.

Values from the calculation:
Highest occupied orbital energy, eV: -13.4
Frontier orbital gap, eV: 9.988
E, hartree: -556.913148

Structure (ORCA input):
```
! wB97M-V def2-TZVPD RIJCOSX def2/J DEFGRID3
* xyz 1 1
Cs -0.2201 1.3739 1.7791
O -1.5440 0.4234 4.2712
H -1.3575 1.0911 4.9430
H -1.4849 -0.4178 4.7436
C 2.3051 2.5839 -1.0614
C 2.8723 2.3883 -2.4757
O 1.8480 2.4102 -3.4751
O 1.7117 1.3955 -0.5114
H 1.6385 3.4505 -1.0301
H 3.1546 2.7698 -0.3993
H 3.4475 1.4652 -2.5244
H 3.4639 3.2936 -2.6091
H 1.1420 1.8281 -3.1785
H 1.0914 1.0336 -1.1547
C -2.0334 -1.9131 0.8706
C -1.8094 -3.3810 0.4410
O -2.1691 -3.5894 -0.9431
O -0.9694 -1.0879 0.3597
H -1.9733 -1.9014 1.9606
H -3.0170 -1.5724 0.5483
H -2.5126 -3.9842 1.0109
H -0.7594 -3.6636 0.5191
H -1.7941 -2.8910 -1.4833
H -1.0308 -1.1052 -0.6012
*
```

***

2.
Density functional theory data (ωB97M-V/def2-TZVPD) for a structure of composition C4H14F2InNO8S2.

Values from the calculation:
Highest occupied orbital energy, eV: -9.4
Frontier orbital gap, eV: 1.628
E, hartree: -2003.166536

Structure (ORCA input):
```
! wB97M-V def2-TZVPD RIJCOSX def2/J DEFGRID3
* xyz 0 1
In -20.6861 10.8639 14.8815
O -23.6997 12.4928 12.3548
H -23.5364 13.4513 12.2589
O -17.9587 13.1985 17.6269
H -17.3606 13.6821 18.2293
N -19.6496 6.2162 15.3418
S -18.3498 5.3741 16.0361
O -17.3235 4.8734 15.1553
O -18.5634 4.6612 17.2666
F -17.5994 6.7134 16.6067
S -20.3058 4.9351 14.9010
O -21.0356 4.1659 15.9191
O -19.6809 4.2014 13.8018
F -21.5923 5.5909 14.1863
C -21.0374 16.9151 11.7619
C -20.1056 15.7338 11.6757
O -19.8711 15.2965 13.0017
H -21.3241 17.2293 10.7583
H -20.4295 17.7680 12.0637
H -21.9077 16.8007 12.4082
H -19.1842 16.0325 11.1759
H -20.5562 14.8918 11.1503
H -19.3469 15.9681 13.4441
C -14.7806 9.0649 12.0813
C -15.1697 10.2766 12.9787
O -16.3869 10.7673 12.5042
H -14.4805 9.4704 11.1151
H -15.6253 8.3919 11.9339
H -13.9664 8.4820 12.5120
H -14.5359 11.1611 12.9160
H -15.2031 9.8933 13.9986
H -16.1504 11.1310 11.6478
*
```

***

3.
Density functional theory data (ωB97M-V/def2-TZVPD) for a structure of composition C4H14InN4O4.

Values from the calculation:
Highest occupied orbital energy, eV: -20.0
Frontier orbital gap, eV: 2.849
E, hartree: -869.675477

Structure (ORCA input):
```
! wB97M-V def2-TZVPD RIJCOSX def2/J DEFGRID3
* xyz 3 1
In 1.1249 -1.0579 -0.4511
C 0.6236 -0.6614 -4.3467
C 0.9538 -2.1477 -4.2198
O 0.8390 -2.5802 -2.9007
O 1.1727 0.1145 -3.3170
H -0.4676 -0.5497 -4.2410
H 0.9974 -0.3257 -5.3196
H 1.9556 -2.2979 -4.6607
H 0.3583 -2.8273 -4.8437
H 0.6900 -3.5386 -2.9222
H 0.9383 1.0464 -3.4383
C -0.2480 -1.1552 3.3701
O 0.4116 -1.4387 2.3397
N 0.3425 -0.8045 4.5320
N -1.5661 -1.1008 3.4145
H -0.2922 -0.3439 5.1626
H 1.3292 -0.5825 4.5365
H -2.0357 -1.2727 2.5341
H -2.0885 -0.7078 4.1820
C -0.5468 2.2956 1.2365
O -0.3449 1.1825 0.7282
N -1.3344 2.5894 2.2931
N 0.1380 3.3676 0.7571
H -1.4873 3.5733 2.4655
H -2.0282 1.8637 2.4207
H -0.3085 4.2581 0.5726
H 0.8733 3.1013 0.1156
*
```

***

4.
Density functional theory data (ωB97M-V/def2-TZVPD) for a cluster of 2 separate species, C4H14N in total.

Values from the calculation:
Highest occupied orbital energy, eV: -15.3
Frontier orbital gap, eV: 11.553
E, hartree: -215.290797

Structure (ORCA input):
```
! wB97M-V def2-TZVPD RIJCOSX def2/J DEFGRID3
* xyz 1 1
C -2.6349 -0.7969 -0.3592
N -1.3729 -1.5352 -0.0027
H -2.7156 0.0930 0.2571
H -2.5225 -0.4257 -1.3764
H -3.4981 -1.4469 -0.2939
H -1.5836 -2.2957 0.6539
H -0.7356 -0.8932 0.4743
H -0.9017 -1.9674 -0.7978
C 1.6203 2.1056 -0.0684
C 1.0185 0.8621 0.5906
C 1.5780 -0.4233 -0.0261
H 2.6782 2.1960 0.1689
H 1.1254 3.0136 0.2704
H 1.5333 2.0306 -1.1537
H -0.0799 0.9187 0.5337
H 1.2637 0.8529 1.6546
H 1.3623 -1.3120 0.5817
H 1.2002 -0.5815 -1.0408
H 2.6650 -0.3949 -0.0662
*
```

***

5.
Density functional theory data (ωB97M-V/def2-TZVPD) for a cluster of 2 separate species, C4H14N in total.

Values from the calculation:
Highest occupied orbital energy, eV: -14.4
Frontier orbital gap, eV: 10.535
E, hartree: -215.280746

Structure (ORCA input):
```
! wB97M-V def2-TZVPD RIJCOSX def2/J DEFGRID3
* xyz 1 1
C -1.6166 0.4379 2.6021
C -0.2826 1.2262 2.3980
H -1.5284 -0.0672 3.5528
H -2.3859 1.1942 2.7488
H -1.9094 -0.1851 1.7678
H 0.2532 1.1418 3.3354
H 0.3279 0.9451 1.5277
H -0.4532 2.2986 2.2242
C 1.0457 -0.9457 -2.2642
C 0.4195 -1.5987 -1.0268
N 0.7115 0.5315 -2.2936
H 2.1180 -1.0912 -2.2961
H 0.5276 -1.3671 -3.1133
H 0.9017 -1.1762 -0.1517
H 0.6629 -2.6602 -1.1079
H -0.1438 0.7058 -2.8220
H 0.5327 0.9449 -1.3668
H 1.4656 1.0788 -2.7167
H -0.6466 -1.4135 -0.9975
*
```

***

6.
Density functional theory data (ωB97M-V/def2-TZVPD) for a cluster of 2 separate species, C4H14N in total.

Values from the calculation:
Highest occupied orbital energy (alpha / beta), eV: -20.9 / -20.9
⟨S²⟩: 0.753
Frontier orbital gap (alpha / beta), eV: 13.671 / 5.820
E, hartree: -214.690874

Structure (ORCA input):
```
! wB97M-V def2-TZVPD RIJCOSX def2/J DEFGRID3
* xyz 2 2
C -1.7654 -0.1258 -2.2204
C -2.7814 1.0089 -2.0604
H -2.3000 -1.0961 -2.1849
H -1.4152 -0.1425 -3.2066
H -1.1033 -0.1626 -1.4195
H -3.7563 0.7452 -2.2708
H -2.6792 1.9017 -2.7119
H -2.7334 1.2343 -0.9802
C 2.0706 0.7224 0.9544
N 1.1157 -0.3463 1.4146
C 1.7669 -1.4444 2.2845
H 2.9424 0.3585 0.4124
H 2.2315 1.3985 1.7865
H 1.6903 1.2544 0.0649
H 0.3840 0.1804 1.8368
H 0.5713 -0.8609 0.8195
H 2.3844 -0.6585 2.9889
H 0.9205 -1.9576 2.7999
H 2.4564 -2.0096 1.6921
*
```

***

M list, top to bottom, in g mol⁻¹: 275.1; 421.1; 297.0; 76.2; 76.2; 76.2
Strongest force on any atom list, top to bottom, in eV Å⁻¹: 1.7; 9.9; 2.9; 1.0; 1.7; 7.4
Relative energy (zero: lowest compared OMol25 entry of this formula, charge and spin) list, top to bottom, in kJ/mol: 0.0; 655.5; 82.4; 47.5; 73.9; 220.1